Record 1
Computed, not measured: a cluster of 6 separate species, C12H38N2O8 in total in a non-equilibrium geometry, with ωB97M-V/def2-TZVPD.

Last column: Löwdin charge in e.
Cartesian coordinates (Å):
O1 -1.1516 -1.6523 0.6707  -0.094
H1 -0.3063 -1.6356 1.1744  0.002
H2 -1.2186 -0.6846 0.4084  0.031
O2 1.3845 -1.1707 2.0676  -0.075
H3 1.5073 -1.1061 3.0574  0.090
H4 1.8349 -0.3844 1.7391  0.006
O3 0.7470 -0.0227 -1.9166  -0.083
H5 -0.1465 0.0416 -1.6060  -0.010
H6 1.1627 -0.9109 -1.6648  0.027
O4 2.7863 0.8509 0.3004  -0.027
H7 2.1150 0.9523 -0.3703  0.002
H8 3.4903 0.4445 -0.1485  -0.021
C1 -2.7791 1.2713 -0.5951  -0.049
O5 -1.3675 1.1224 -0.4142  -0.262
C2 -0.5478 2.1866 0.0689  -0.175
C3 -0.4204 2.3153 1.6005  -0.182
N1 -1.5945 2.7178 2.3889  -0.054
C4 -2.1417 3.9877 1.9949  -0.220
C5 -3.4395 4.3009 2.8245  -0.220
O6 -4.5021 3.5433 2.2824  -0.210
C6 -5.5666 3.1821 3.1981  -0.089
H9 -3.0889 0.5067 -1.2525  0.075
H10 -2.9142 2.2638 -1.0391  0.099
H11 -3.3308 1.1334 0.3347  0.086
H12 -0.9075 3.1048 -0.3726  0.110
H13 0.3965 2.0108 -0.4132  0.092
H14 0.4276 2.9987 1.7258  0.122
H15 -0.0795 1.4004 2.0870  0.108
H16 -2.2372 1.9419 2.2281  0.105
H17 -2.3588 4.2266 0.9073  0.125
H18 -1.4124 4.7494 2.3398  0.124
H19 -3.7356 5.3197 2.7714  0.103
H20 -3.1901 4.0281 3.8599  0.119
H21 -6.3604 3.9861 3.2376  0.094
H22 -5.1906 3.0501 4.2111  0.075
H23 -6.0981 2.2746 2.8728  0.082
C7 5.9192 -0.5589 -1.3316  -0.053
O7 4.5748 -0.9239 -0.9098  -0.232
C8 4.3601 -2.2685 -0.5963  -0.234
C9 3.2355 -2.8877 -1.3545  -0.194
N2 1.8632 -2.5088 -1.0675  -0.053
C10 0.7907 -3.3880 -1.5578  -0.178
C11 0.2858 -3.3695 -3.0191  -0.190
O8 -0.9378 -4.1171 -3.0940  -0.186
C12 -2.0088 -3.3311 -2.6085  -0.101
H24 6.5865 -1.0999 -0.6596  0.080
H25 5.9992 0.5214 -1.2000  0.092
H26 6.2233 -0.8875 -2.3467  0.095
H27 4.1930 -2.2877 0.4899  0.136
H28 5.2840 -2.7869 -0.7638  0.111
H29 3.4378 -3.9471 -1.1398  0.121
H30 3.5088 -2.8426 -2.4023  0.129
H31 1.6882 -2.4349 -0.0642  0.103
H32 -0.0564 -3.1695 -0.9086  0.089
H33 1.0000 -4.3983 -1.3802  0.100
H34 0.9894 -3.8984 -3.6619  0.118
H35 0.1263 -2.3824 -3.4564  0.112
H36 -2.8212 -3.9486 -2.3919  0.069
H37 -2.2453 -2.6524 -3.4312  0.094
H38 -1.7624 -2.7763 -1.7028  0.067

Total charge: 0
Calculated total energy: -1191.32907 a.u.
E_LUMO: 0.6 eV
Multiplicity: 1
SMILES string: COCCNCCOC.COCCNCCOC.O.O.O.O



Record 2
Computed, not measured: a cluster of 2 separate species, C4H6F2O in total in a non-equilibrium geometry, with ωB97M-V/def2-TZVPD.

Last column: Löwdin charge in e.
Cartesian coordinates (Å):
C1 -0.0049 -0.5055 0.5772  -0.476
C2 -1.8516 1.6232 -1.5732  -0.079
C3 1.1185 -1.0945 1.4072  -0.007
C4 0.4771 -0.0150 -0.7973  -0.053
O1 -1.1019 -0.2261 0.9916  0.071
F1 -2.8688 0.9282 -1.2445  0.099
F2 -1.7088 2.5195 -0.5623  0.008
H1 0.7252 -1.1675 2.3461  0.055
H2 2.0520 -0.5990 1.2393  0.086
H3 1.3955 -2.0065 1.0008  0.064
H4 1.3746 -0.5140 -1.2789  0.099
H5 0.7417 1.1339 -0.6682  0.132
H6 -0.3488 -0.0768 -1.4378  0.001

Total charge: 0
Calculated total energy: -430.87257 a.u.
E_LUMO: 0.3 eV
Multiplicity: 1



Record 3
Computed, not measured: a cluster of 10 separate species, C57H130N7O10P in total in a non-equilibrium geometry, with ωB97M-V/def2-TZVPD.

Last column: Löwdin charge in e.
Cartesian coordinates (Å):
C1 17.0407 -4.9376 6.6308  0.039
C2 17.0480 -6.1918 7.4283  -0.377
O1 17.9662 -6.4993 8.1408  0.157
N1 15.8974 -7.1877 7.2928  0.108
H1 15.3598 -7.0688 6.4460  0.171
H2 16.2114 -8.1366 7.1478  0.185
C3 14.8412 -7.1377 8.4259  0.072
H3 16.0662 -4.5388 6.9124  0.107
H4 17.0091 -5.0071 5.5435  0.092
H5 17.8725 -4.2936 6.9161  0.084
H6 15.3630 -7.2963 9.3697  0.112
H7 14.1281 -7.9484 8.2770  0.122
H8 14.3464 -6.1699 8.3441  0.108
C4 17.4782 -5.2414 2.3422  0.032
C5 16.5055 -4.1246 2.1787  -0.352
O2 15.3039 -4.2204 2.1659  0.176
N2 17.1453 -2.7325 2.2789  0.098
H9 17.7292 -2.7386 3.1030  0.086
H10 17.8016 -2.6183 1.5198  0.095
C6 16.1858 -1.5244 2.1674  0.056
H11 18.1616 -5.3711 1.5029  0.107
H12 16.9079 -6.1584 2.4907  0.106
H13 18.0975 -5.0840 3.2252  0.075
H14 15.5081 -1.5086 3.0210  0.097
H15 15.6675 -1.6902 1.2230  0.110
H16 16.8260 -0.6438 2.1166  0.083
C7 22.0576 -0.9781 9.1062  0.049
C8 21.4450 0.3718 8.6913  -0.312
O3 20.2718 0.7402 8.8720  0.113
N3 22.2533 1.1166 7.6917  0.110
H17 22.1224 2.1087 7.8284  0.184
H18 23.2533 0.9923 7.7590  0.181
C9 21.8759 0.7807 6.2319  0.061
H19 23.0766 -0.8214 9.4597  0.106
H20 22.2450 -1.6042 8.2338  0.068
H21 21.4892 -1.5630 9.8294  0.085
H22 22.5944 1.3589 5.6510  0.115
H23 20.8206 1.0171 6.0958  0.106
H24 22.1811 -0.2375 5.9906  0.084
C10 24.3366 -0.9990 -0.6295  0.043
C11 24.3453 -0.8034 0.8851  -0.343
O4 24.7829 0.1850 1.4223  0.153
N4 23.7000 -1.9501 1.6903  0.127
H25 22.7801 -2.2084 1.3629  0.099
H26 24.2076 -2.7902 1.4524  0.167
C12 23.8394 -1.7708 3.2632  0.052
H27 25.3115 -0.6484 -0.9682  0.111
H28 23.5234 -0.5306 -1.1840  0.100
H29 24.3104 -2.0683 -0.8396  0.092
H30 23.5610 -0.7270 3.4091  0.083
H31 24.8250 -2.1110 3.5810  0.108
H32 23.0233 -2.3414 3.7064  0.047
C13 18.7730 2.3953 11.8770  -0.090
C14 18.6498 3.1088 10.5327  -0.242
C15 17.4017 2.6810 9.6212  -0.147
C16 17.5612 3.1355 8.1522  -0.097
N5 16.5947 2.4909 7.0884  -0.221
C17 16.7265 0.9435 6.9429  -0.100
C18 16.3582 0.6038 5.4776  -0.110
C19 17.0360 1.8281 4.6866  -0.106
C20 16.9414 3.0567 5.6557  -0.037
C21 15.1154 2.7092 7.5071  0.036
H33 19.5166 2.9723 12.4267  0.097
H34 18.9813 1.3347 11.7364  0.030
H35 17.8136 2.4615 12.3901  0.088
H36 19.6316 3.1595 10.0619  0.086
H37 18.5576 4.1621 10.7977  0.117
H38 16.5940 3.2162 10.1205  0.122
H39 17.2474 1.6020 9.6075  0.087
H40 18.5548 2.8083 7.8459  0.108
H41 17.4396 4.2141 8.0531  0.145
H42 15.9760 0.4704 7.5761  0.120
H43 17.7329 0.6716 7.2612  0.117
H44 15.2855 0.5556 5.2902  0.113
H45 16.7793 -0.3365 5.1218  0.091
H46 16.6778 2.0050 3.6725  0.103
H47 18.1117 1.6683 4.6126  0.089
H48 16.0277 3.6084 5.4343  0.129
H49 17.8019 3.6832 5.8902  0.123
H50 14.3657 2.3539 6.8001  0.115
H51 15.0044 3.7928 7.5472  0.114
H52 14.9491 2.3663 8.5283  0.103
C22 20.8050 -9.7282 3.3338  -0.081
C23 21.6729 -8.4122 3.3781  -0.213
C24 21.5143 -7.5851 4.6837  -0.184
C25 22.3201 -6.2532 4.5615  -0.102
N6 22.3715 -5.5170 5.9023  -0.235
C26 23.2379 -4.2569 5.8028  -0.103
C27 23.8441 -4.0728 7.1610  -0.151
C28 24.0749 -5.4581 7.7163  -0.125
C29 23.1409 -6.3716 6.9626  -0.057
C30 20.9775 -5.2141 6.2826  -0.002
H53 21.0608 -10.4049 4.1491  0.074
H54 21.0901 -10.3597 2.4923  0.084
H55 19.7286 -9.5697 3.3999  0.067
H56 21.2392 -7.7955 2.5909  0.101
H57 22.7286 -8.6387 3.2288  0.118
H58 21.7160 -8.1800 5.5745  0.117
H59 20.4644 -7.3913 4.9032  0.093
H60 22.0822 -5.6204 3.7065  0.138
H61 23.3820 -6.4253 4.3862  0.132
H62 22.4827 -3.5013 5.5862  0.106
H63 23.9114 -4.3463 4.9505  0.134
H64 23.0986 -3.5078 7.7205  0.089
H65 24.7715 -3.5044 7.0905  0.137
H66 23.9066 -5.3940 8.7913  0.132
H67 25.0915 -5.7996 7.5217  0.138
H68 22.4237 -6.7751 7.6774  0.135
H69 23.6268 -7.2358 6.5098  0.144
H70 20.3994 -6.0621 6.6498  0.097
H71 20.4904 -4.7980 5.4008  0.110
H72 21.0443 -4.4804 7.0859  0.097
C31 15.9654 -2.7057 15.9936  -0.090
C32 16.3004 -3.9378 15.1482  -0.234
C33 17.3469 -3.7006 14.0524  -0.202
C34 16.8450 -3.1586 12.7089  -0.034
N7 17.9660 -2.3314 11.8503  -0.200
C35 19.1094 -3.3073 11.2929  -0.042
C36 18.6740 -3.5937 9.8415  -0.149
C37 18.1482 -2.2234 9.3604  -0.133
C38 17.3544 -1.6917 10.6056  -0.102
C39 18.6276 -1.1692 12.6610  0.037
H73 15.0234 -2.7907 16.5354  0.089
H74 15.7191 -1.8644 15.3457  0.062
H75 16.7610 -2.3984 16.6724  0.086
H76 15.3393 -4.2414 14.7332  0.113
H77 16.7182 -4.7162 15.7867  0.123
H78 17.7893 -4.6595 13.7826  0.105
H79 18.1897 -3.2647 14.5888  0.119
H80 16.0993 -2.3735 12.8340  0.129
H81 16.5764 -3.9390 11.9969  0.128
H82 20.1293 -2.9322 11.3778  0.119
H83 19.0522 -4.1331 12.0020  0.121
H84 19.5126 -4.0236 9.2938  0.107
H85 17.8972 -4.3463 9.7061  0.095
H86 18.9697 -1.5573 9.0967  0.077
H87 17.4458 -2.3244 8.5331  0.102
H88 17.2243 -0.6122 10.6828  0.109
H89 16.3011 -1.9660 10.6642  0.121
H90 17.9556 -0.3444 12.8981  0.108
H91 19.5395 -0.8960 12.1301  0.087
H92 19.0804 -1.7101 13.4920  0.095
C40 21.2430 1.6175 1.1192  -0.086
C41 19.9730 1.1917 1.8414  -0.224
C42 18.7668 1.7212 1.0175  -0.277
C43 18.4556 1.1601 -0.3223  -0.274
P1 18.0568 2.4099 -1.5979  1.085
C44 16.8922 3.6605 -0.8952  -0.248
C45 17.1109 5.0185 -1.6952  -0.186
C46 15.9006 6.0526 -1.3774  -0.222
C47 15.4835 6.3086 0.0503  -0.123
C48 19.6321 3.3337 -2.0715  -0.220
C49 20.6482 2.4876 -2.8616  -0.260
C50 21.8548 3.2738 -3.3154  -0.261
C51 22.8692 3.6031 -2.2490  -0.085
C52 17.3977 1.6612 -3.1428  -0.269
C53 17.0419 2.6512 -4.2114  -0.280
C54 16.4607 1.9532 -5.4560  -0.224
C55 15.7377 2.9710 -6.4112  -0.081
H93 21.2696 1.3166 0.0719  0.057
H94 22.1681 1.2815 1.5876  0.066
H95 21.1938 2.7062 1.1010  0.087
H96 19.9602 1.7456 2.7801  0.095
H97 20.0204 0.1113 1.9775  0.090
H98 19.0508 2.7665 0.8956  0.090
H99 17.8421 1.9236 1.5578  0.088
H100 17.7288 0.3477 -0.3266  0.090
H101 19.3727 0.6541 -0.6238  0.087
H102 17.1295 3.8120 0.1578  0.073
H103 15.8543 3.3292 -0.9259  0.103
H104 17.2464 4.8800 -2.7678  0.081
H105 17.9988 5.4206 -1.2072  0.100
H106 15.0086 5.6421 -1.8505  0.104
H107 16.0356 7.0134 -1.8742  0.116
H108 16.1779 6.9663 0.5730  0.078
H109 15.2673 5.3949 0.6040  0.056
H110 14.5475 6.8615 0.1298  0.086
H111 19.9355 3.7740 -1.1217  0.095
H112 19.4080 4.0600 -2.8527  0.093
H113 20.3093 1.8553 -3.6822  0.117
H114 21.0420 1.7364 -2.1770  0.077
H115 21.4288 4.1666 -3.7731  0.116
H116 22.2852 2.8310 -4.2136  0.124
H117 23.8627 3.7840 -2.6593  0.087
H118 22.9022 2.7685 -1.5487  0.055
H119 22.6866 4.5340 -1.7122  0.080
H120 16.5988 0.9422 -2.9616  0.104
H121 18.1316 1.0034 -3.6085  0.101
H122 17.8810 3.3055 -4.4478  0.112
H123 16.3393 3.4531 -3.9846  0.103
H124 15.7166 1.2016 -5.1923  0.108
H125 17.2478 1.4236 -5.9928  0.113
H126 15.4240 2.4491 -7.3153  0.082
H127 16.3723 3.8334 -6.6153  0.075
H128 14.8624 3.4894 -6.0198  0.074
O5 20.7244 -1.6410 4.5226  0.040
C56 19.6947 -2.0506 5.2903  -0.806
O6 19.7380 -1.9804 6.5766  -0.071
O7 18.7182 -2.4498 4.6424  -0.046
H129 20.3733 -1.9130 3.6714  0.045
O8 19.1369 -2.7800 0.3648  0.106
C57 20.3879 -2.6332 0.7139  -0.869
O9 21.2222 -2.3334 -0.1729  -0.008
O10 20.7400 -2.5326 1.8722  -0.017
H130 19.3053 -2.5845 -0.5599  0.138

Total charge: +6
Calculated total energy: -3724.52241 a.u.
E_LUMO: -12.4 eV
Multiplicity: 1



Record 4
Computed, not measured: the molecule ClH3N2S in a non-equilibrium geometry, with ωB97M-V/def2-TZVPD.

Last column: Löwdin charge in e.
Cartesian coordinates (Å):
N1 -0.4926 -0.2480 -1.2740  -0.379
N2 0.9677 0.5485 0.4796  -0.254
S1 0.0015 -0.7866 0.0839  0.583
Cl1 -1.4671 -0.3197 1.7069  0.024
H1 -0.7443 -1.0817 -1.8949  0.023
H2 1.1343 1.0060 -0.4197  0.049
H3 0.6005 0.8815 1.3182  -0.047

Total charge: 0
Calculated total energy: -969.63393 a.u.
E_LUMO: -0.3 eV
Multiplicity: 1